Density functional theory data (the ωB97M-V functional and the def2-TZVPD basis) for an isolated molecule of C18H25N5O2S at a distorted geometry.

## Properties
Structure (SMILES)   COCCCn1c(SCC(=O)NC2CCCC2)nnc1-c1ccncc1
ΔE to the lowest compared entry with this formula, charge and spin   1.5867 eV
LUMO level   0.22 eV
M   375.50 g mol⁻¹

Geometry as ORCA input:
```
! RIJCOSX wB97M-V def2-TZVPD def2/J DEFGRID3
* xyz 0 1
C -1.011 -2.931 -2.201
H -1.451 -3.289 -1.265
O 0.372 -3.184 -2.280
C 1.152 -2.495 -1.337
C 1.118 -3.140 0.056
H 1.619 -4.107 0.014
H 0.079 -3.316 0.337
C 1.786 -2.292 1.142
N 1.209 -0.976 1.249
C -0.066 -0.686 1.647
N -0.243 0.612 1.701
N 0.908 1.196 1.356
C 1.784 0.265 1.082
C 3.156 0.569 0.708
C 3.870 -0.126 -0.266
C 5.172 0.270 -0.534
N 5.773 1.276 0.075
C 5.086 1.953 0.980
C 3.784 1.648 1.335
H 3.250 2.221 2.075
H 5.610 2.778 1.444
H 5.762 -0.246 -1.279
H 3.423 -0.930 -0.827
S -1.240 -1.897 2.053
C -2.652 -0.858 2.545
H -3.302 -1.525 3.111
H -2.271 -0.054 3.171
C -3.399 -0.341 1.312
O -4.370 -0.916 0.866
N -2.873 0.788 0.820
H -1.986 1.117 1.200
C -3.317 1.407 -0.409
C -2.313 1.132 -1.554
H -1.538 0.455 -1.190
H -2.799 0.656 -2.404
C -1.706 2.490 -1.928
H -2.235 2.912 -2.784
H -0.651 2.411 -2.186
C -1.940 3.361 -0.697
H -1.881 4.425 -0.921
H -1.203 3.128 0.072
C -3.333 2.931 -0.246
H -3.561 3.221 0.778
H -4.087 3.363 -0.905
H -4.306 0.994 -0.623
H 2.854 -2.176 0.950
H 1.656 -2.798 2.106
H 2.170 -2.524 -1.739
H 0.824 -1.445 -1.275
H -1.464 -3.467 -3.033
H -1.221 -1.859 -2.303
*
```

***

Density functional theory data (the ωB97M-V functional and the def2-TZVPD basis) for an isolated molecule of C22H24N2O3.

## Properties
Structure (SMILES)   COc1ccc(N2CCN(Cc3cc(=O)oc4ccc(C)cc34)CC2)cc1
ΔE to the lowest compared entry with this formula, charge and spin   3.1865 eV
LUMO level   -0.14 eV
M   364.44 g mol⁻¹

Geometry as ORCA input:
```
! RIJCOSX wB97M-V def2-TZVPD def2/J DEFGRID3
* xyz 0 1
C -6.448 1.090 2.415
H -5.726 1.704 2.965
O -6.147 1.037 1.045
C -4.946 0.491 0.669
C -3.988 -0.015 1.534
C -2.804 -0.539 1.043
C -2.540 -0.586 -0.327
C -3.523 -0.085 -1.190
C -4.694 0.447 -0.701
H -5.446 0.831 -1.373
H -3.380 -0.129 -2.259
N -1.377 -1.138 -0.822
C -0.487 -1.897 0.023
C 0.460 -2.704 -0.864
N 1.306 -1.864 -1.697
C 0.685 -0.585 -1.994
C -0.830 -0.743 -2.100
H -1.064 -1.483 -2.878
H -1.257 0.218 -2.398
H 0.891 0.180 -1.228
H 1.083 -0.226 -2.949
C 2.709 -1.796 -1.323
C 2.958 -1.196 0.042
C 2.979 -1.996 1.134
C 3.050 -1.492 2.492
O 3.042 -2.173 3.487
O 3.107 -0.133 2.634
C 3.162 0.694 1.566
C 3.282 2.058 1.833
C 3.365 2.956 0.795
C 3.341 2.521 -0.533
C 3.210 1.172 -0.791
C 3.101 0.230 0.241
H 3.202 0.836 -1.816
C 3.450 3.517 -1.647
H 4.339 4.132 -1.519
H 2.585 4.179 -1.645
H 3.504 3.021 -2.613
H 3.460 4.011 1.005
H 3.313 2.378 2.862
H 2.927 -3.071 1.056
H 3.094 -2.820 -1.335
H 3.228 -1.234 -2.101
H 1.075 -3.357 -0.246
H -0.142 -3.339 -1.525
H -1.075 -2.583 0.640
H 0.100 -1.249 0.697
H -2.079 -0.905 1.752
H -4.139 -0.005 2.603
H -6.483 0.090 2.860
H -7.434 1.548 2.484
*
```

***

Density functional theory data (the ωB97M-V functional and the def2-TZVPD basis) for an isolated molecule of C4H7FN2O at a distorted geometry.

## Properties
Structure (SMILES)   [H]/N=C1\NC[C@@H](F)[C@H]1O
ΔE to the lowest compared entry with this formula, charge and spin   0.8407 eV
LUMO level   0.64 eV
M   118.11 g mol⁻¹

Geometry as ORCA input:
```
! RIJCOSX wB97M-V def2-TZVPD def2/J DEFGRID3
* xyz 0 1
C 0.311 0.309 -0.787
C -0.739 -0.794 -0.543
C -0.912 -0.800 0.987
C 1.197 0.152 0.432
H -0.627 1.821 -0.006
H 0.880 0.171 -1.721
H -0.331 -1.727 -0.852
H -1.707 -0.109 1.286
H -1.166 -1.766 1.415
H 0.764 -0.619 2.341
H 2.836 0.351 1.400
N 0.390 -0.345 1.437
N 2.437 0.499 0.448
O -0.283 1.581 -0.869
F -1.925 -0.561 -1.182
*
```

***

Density functional theory data (the ωB97M-V functional and the def2-TZVPD basis) for the ion C8H9N2O with charge +1 at a distorted geometry.

## Properties
Structure (SMILES)   CC1=NC=C[C@@]12CC=C[N+]2=O
ΔE to the lowest compared entry with this formula, charge and spin   6.1728 eV
LUMO level (spin up / spin down)   -6.37 / -6.37 eV
M   149.17 g mol⁻¹

Geometry as ORCA input:
```
! RIJCOSX wB97M-V def2-TZVPD def2/J DEFGRID3
* xyz 1 1
C 1.377 -0.643 -1.421
C -2.033 0.432 -0.261
C -1.230 1.461 -0.253
C 2.479 -0.632 -0.671
C 0.197 -0.198 -0.640
C -1.199 -0.808 -0.638
C 0.923 -0.112 0.824
C 0.051 -0.006 2.027
N 2.148 -0.410 0.732
N 0.049 1.069 -0.557
O 0.878 1.961 -0.897
H 1.247 -0.972 -2.527
H -3.142 0.426 -0.181
H -1.582 2.464 -0.130
H 3.507 -1.004 -0.879
H -1.541 -1.560 0.054
H -1.439 -1.295 -1.643
H -1.032 -0.363 1.776
H -0.150 0.908 2.548
H 0.491 -0.719 2.737
*
```

***

Density functional theory data (the ωB97M-V functional and the def2-TZVPD basis) for a cluster of 2 separate species, C12H20O in total at a distorted geometry.

## Properties
Structure (SMILES)   CCc1ccc(O)cc1.CC(C)C
ΔE to the lowest compared entry with this formula, charge and spin   2.7462 eV
LUMO level   0.82 eV
M   180.29 g mol⁻¹

Geometry as ORCA input:
```
! RIJCOSX wB97M-V def2-TZVPD def2/J DEFGRID3
* xyz 0 1
C 2.081 -0.973 -2.708
C 3.543 -1.316 -2.357
C 1.776 -1.506 -4.096
C 1.057 -1.524 -1.669
H 2.151 0.184 -2.532
H 3.607 -2.368 -2.200
H 1.825 -2.620 -4.017
H 0.739 -1.472 -4.513
H 2.345 -1.006 -4.843
H 1.272 -0.962 -0.727
H 0.031 -1.154 -1.896
H 0.952 -2.593 -1.840
H 3.851 -0.964 -1.370
H 4.206 -0.953 -3.165
C -0.412 2.301 -0.348
C -1.425 3.168 -0.902
C -0.674 1.239 0.777
C -1.053 -0.025 0.366
C -0.787 1.592 2.072
C -1.373 -1.002 1.368
C -0.979 0.665 3.079
C -1.340 -0.630 2.751
O -1.526 -1.444 3.843
H 0.124 1.650 -1.099
H 0.423 3.057 -0.090
H -2.502 2.608 -1.046
H -1.087 -0.430 -0.654
H -0.678 2.663 2.436
H -1.348 -2.054 1.141
H -0.970 0.819 4.199
H -2.004 -2.263 3.531
H -1.195 3.615 -1.828
H -2.025 3.867 -0.230
*
```

***

Density functional theory data (the ωB97M-V functional and the def2-TZVPD basis) for an isolated molecule of C4H7NO at a distorted geometry.

## Properties
Structure (SMILES)   CC(C)(O)C#N
ΔE to the lowest compared entry with this formula, charge and spin   0.9669 eV
LUMO level   0.71 eV
M   85.11 g mol⁻¹

Geometry as ORCA input:
```
! RIJCOSX wB97M-V def2-TZVPD def2/J DEFGRID3
* xyz 0 1
C 1.057 0.489 -0.707
C 0.029 -0.055 0.286
C -1.407 0.168 -0.191
O 0.156 0.585 1.540
C 0.193 -1.529 0.439
N 0.254 -2.682 0.524
H 0.919 1.572 -0.781
H 2.081 0.291 -0.370
H 0.929 0.042 -1.697
H -2.083 0.002 0.651
H -1.654 -0.538 -0.987
H -1.536 1.187 -0.563
H 1.063 0.469 1.856
*
```